[1]
Entry from the Open Molecules 2025 dataset: a structure of composition C31H27ClN6O5RuS (ωB97M-V with the def2-TZVPD basis set).

Structure (XYZ):
```
72
Properties=species:S:1:pos:R:3:forces:R:3
Ru -0.77299 -0.96074 -0.79766 0.62 0.18 -0.22
Cl 2.30879 -4.51631 -6.34537 -0.01 0.01 0.01
C 1.71864 -3.44045 -5.14441 0.02 0.01 -0.04
C 2.12063 -2.07176 -5.19938 0.00 -0.02 0.00
C 1.69245 -1.16626 -4.28059 -0.02 -0.02 0.00
C 0.81853 -1.56518 -3.23792 -0.11 -0.03 0.07
O 0.39098 -0.68379 -2.40627 0.09 -0.04 -0.02
C 0.42463 -2.94778 -3.16359 -0.01 0.06 -0.02
C -0.37658 -3.44851 -2.15846 0.16 0.00 -0.05
N -0.87838 -2.81804 -1.07927 -0.59 -0.20 -0.13
C -1.63733 -3.56101 -0.10195 0.11 0.02 -0.04
C -1.86918 -4.90986 -0.09558 0.01 -0.01 0.01
C -2.60663 -5.49695 0.95719 0.02 0.01 -0.03
C -3.08486 -4.74720 1.99241 -0.02 0.03 0.01
C -2.84747 -3.35226 2.01812 0.01 -0.03 0.01
C -3.27224 -2.49474 3.05705 -0.03 0.01 0.02
C -2.97511 -1.15931 3.00162 0.01 -0.02 0.01
C -2.26884 -0.66246 1.89792 0.01 0.01 -0.05
N -1.87368 -1.43349 0.90244 -0.02 -0.03 0.01
C -2.13387 -2.77363 0.95679 -0.01 0.10 -0.01
C 0.89417 -3.86764 -4.16306 0.00 0.04 0.03
H 2.77924 -1.76066 -6.00015 0.00 -0.02 0.00
H 1.99122 -0.12839 -4.33406 0.00 -0.01 0.00
H -0.61363 -4.50278 -2.23070 0.00 -0.01 0.02
H -1.49585 -5.56075 -0.87266 -0.02 -0.02 0.00
H -2.78160 -6.56335 0.93244 0.00 0.00 0.00
H -3.64157 -5.20450 2.79956 0.01 -0.01 0.00
H -3.82723 -2.90530 3.89141 0.01 0.01 0.01
H -3.27595 -0.48065 3.78648 -0.01 0.00 -0.01
H -2.03577 0.39246 1.81645 0.00 0.00 -0.01
H 0.59377 -4.90631 -4.11662 -0.01 0.01 0.01
N -5.79357 3.85440 -3.08063 0.01 -0.01 0.00
C -5.02913 3.07109 -2.73442 0.01 0.01 0.01
C -4.06967 2.09854 -2.28841 -0.01 0.05 -0.04
C -4.43844 1.15976 -1.32363 0.03 -0.05 0.02
C -3.51286 0.23738 -0.88067 0.01 0.07 -0.08
C -2.20390 0.23569 -1.39998 -0.59 -0.24 -0.03
C -1.86940 1.14470 -2.42470 0.12 -0.05 0.24
C -2.78936 2.09125 -2.83565 -0.02 0.04 -0.04
H -5.44670 1.16034 -0.93273 0.00 -0.01 0.00
H -3.82907 -0.49295 -0.15369 -0.01 -0.03 0.00
H -0.89415 1.13073 -2.88502 0.02 -0.04 -0.05
H -2.52941 2.80722 -3.60342 0.00 0.00 0.00
C 1.95173 6.23090 2.43493 0.03 -0.05 0.00
C 3.27721 5.64737 2.89941 -0.05 0.00 0.00
S 3.83694 4.26954 1.93122 -0.10 0.03 0.00
O 5.19236 3.95900 2.28299 0.00 -0.03 -0.03
O 3.46796 4.45710 0.54572 0.03 0.01 0.01
C 2.83020 2.87968 2.47036 0.02 0.00 -0.02
C 3.32316 1.69056 1.65102 0.06 0.01 0.06
N 2.27639 0.66923 1.45087 -0.06 0.09 0.00
C 1.50788 0.62335 0.35803 0.12 -0.30 -0.12
N 0.68246 -0.44646 0.44287 0.08 0.43 0.51
C 0.93399 -1.07903 1.64516 0.07 0.00 -0.16
C 1.91896 -0.39316 2.25431 0.05 0.00 0.07
N 2.49608 -0.68937 3.54906 0.09 -0.04 -0.11
O 2.19667 -1.76167 4.01704 -0.05 0.03 0.04
O 3.21188 0.15483 4.04103 -0.03 0.00 0.04
C 1.62685 1.58508 -0.76755 -0.07 0.01 0.04
H 1.75167 7.14916 2.98418 -0.01 -0.01 0.01
H 1.12140 5.54770 2.61972 0.00 0.00 -0.01
H 1.98525 6.46361 1.37302 0.00 0.02 0.00
H 3.25126 5.29183 3.93095 0.07 0.04 0.01
H 4.10129 6.35821 2.81342 0.00 0.01 -0.01
H 1.79654 3.14097 2.23596 -0.01 -0.07 0.03
H 2.95565 2.71070 3.53770 -0.02 0.04 0.01
H 4.18467 1.22771 2.11971 -0.04 -0.05 0.00
H 3.61199 2.01456 0.65422 0.07 0.00 0.02
H 0.44856 -1.98210 1.96809 -0.04 0.03 0.02
H 1.81536 2.59594 -0.40467 0.00 0.01 0.01
H 0.72429 1.58641 -1.36917 -0.01 0.00 -0.01
H 2.46275 1.29782 -1.40883 0.00 0.01 -0.01
```
Positions in Å, forces in eV/Å.

E_LUMO: -7.797 eV
HOMO: -14.01 eV
Charge: +2
Frontier orbital gap: 6.21 eV
Max |F|: 0.68 eV/A
Energy above the lowest of the compared OMol25 structures with the same formula, charge and spin: 0.00 kJ/mol
Calculated total energy: -2854.87672 a.u.



[2]
Entry from the Open Molecules 2025 dataset: a structure of composition C31H27IrN20O3S (ωB97M-V with the def2-TZVPD basis set).

Structure (XYZ):
```
83
Properties=species:S:1:pos:R:3:forces:R:3
Ir -0.56148 -0.19216 1.31558 0.61 0.00 -0.41
N 0.25340 -1.33541 4.46458 -0.02 -0.01 -0.03
C 0.22245 0.01899 4.26431 -0.06 0.01 0.00
N 0.39424 0.91489 5.21555 0.00 -0.02 0.00
N 0.25334 2.10279 4.59572 -0.01 0.01 -0.01
N 0.00271 1.95022 3.34966 -0.04 -0.04 0.05
N -0.01023 0.61277 3.09014 0.15 0.03 -0.03
C -0.14834 -2.26535 3.53709 0.09 0.00 0.00
N -0.03498 -3.56605 3.71233 0.01 0.00 0.01
N -0.46145 -4.10041 2.55302 -0.02 0.01 0.00
N -0.81055 -3.18849 1.72439 0.01 -0.04 0.05
N -0.64838 -1.98278 2.33158 -0.36 0.15 0.07
H 0.52452 -1.66871 5.37453 -0.02 0.00 0.01
O -1.85044 5.81017 -4.65508 0.00 -0.01 0.01
S -0.99808 6.98352 -4.66612 0.00 0.00 0.01
O -1.66335 8.23049 -4.35572 0.00 0.00 0.00
O -0.03473 7.03113 -5.74716 0.00 0.00 0.00
C 0.08019 6.73549 -3.21458 -0.01 0.02 -0.03
N 0.97825 7.68315 -2.91574 0.01 -0.01 0.04
C 1.74895 7.46276 -1.86593 -0.03 0.02 -0.06
C 1.66946 6.30685 -1.09219 -0.01 -0.04 0.06
C 0.71511 5.39135 -1.49029 0.02 0.02 -0.06
N -0.07441 5.60965 -2.53626 0.03 -0.02 0.00
C 0.46938 4.08291 -0.83197 -0.01 -0.02 0.03
C -0.61261 3.32102 -1.27639 0.00 0.00 -0.02
C -0.86001 2.10493 -0.69696 0.03 -0.14 -0.09
N -0.10845 1.59106 0.29288 -0.10 0.08 0.31
C 0.94899 2.30884 0.70383 0.04 -0.02 -0.11
C 1.26389 3.54128 0.17117 0.02 0.01 -0.05
H 2.46871 8.23875 -1.62580 0.00 -0.01 0.02
H 2.30968 6.16006 -0.23367 0.01 0.02 -0.01
H -1.22401 3.70161 -2.08510 0.00 0.00 0.00
H -1.65884 1.48162 -1.06590 -0.01 0.04 0.02
H 1.55852 1.87345 1.47971 -0.05 0.02 0.03
H 2.13254 4.06145 0.54871 0.00 0.00 0.01
C 4.83097 -1.00218 0.82535 -0.02 0.00 0.00
C 3.67621 -1.49050 -0.05605 0.06 0.01 0.10
C 2.37895 -1.14470 0.51206 0.03 -0.12 0.18
N 1.36817 -0.85866 0.96245 -0.56 0.46 -0.30
H 5.77334 -1.26778 0.35191 0.00 0.00 0.00
H 4.79332 -1.46704 1.80875 0.00 0.00 0.00
H 4.79970 0.07911 0.94876 0.01 0.00 0.00
H 3.69961 -2.57271 -0.19232 -0.01 0.00 -0.02
H 3.71844 -1.04149 -1.05055 -0.01 -0.02 -0.02
N -7.44155 2.43152 2.53917 0.00 -0.01 0.02
C -6.37800 2.04054 2.35882 0.01 0.04 -0.02
C -5.05020 1.54267 2.11986 -0.01 -0.02 -0.02
C -4.65228 1.18718 0.83721 -0.01 0.00 -0.01
C -3.38203 0.68794 0.65210 0.00 0.08 0.06
N -2.49935 0.54124 1.65403 0.18 -0.36 0.17
C -2.89268 0.88488 2.89210 -0.01 -0.01 -0.04
C -4.14950 1.38743 3.16197 0.01 -0.01 0.03
H -5.31813 1.29555 -0.00628 0.00 -0.01 0.00
H -3.05795 0.39072 -0.32947 -0.02 -0.07 0.00
H -2.18108 0.75636 3.68845 0.02 -0.02 0.03
H -4.41435 1.64870 4.17578 0.01 0.00 0.00
C 0.58002 -0.68932 -2.12492 0.01 -0.05 0.02
C -0.50274 -1.50359 -1.51072 0.03 0.19 -0.01
N -1.22478 -1.17754 -0.44493 0.04 -0.23 0.26
C -2.24693 -2.10855 -0.34904 -0.07 0.09 -0.13
C -2.12863 -2.99736 -1.35336 0.02 -0.06 0.03
N -1.00932 -2.62090 -2.06985 -0.11 0.09 -0.11
C -0.32816 -3.45324 -3.05170 0.01 0.04 0.13
N 0.87577 -3.99569 -2.49057 0.03 -0.17 -0.18
N 2.08476 -3.52818 -2.89263 0.00 -0.02 -0.01
N 3.00490 -4.11549 -2.23287 0.02 0.04 0.03
C 2.41928 -5.00100 -1.34990 -0.01 -0.03 -0.03
C 2.99354 -5.85396 -0.40040 0.00 0.03 0.01
C 2.13155 -6.58928 0.37523 0.00 0.00 0.01
C 0.73114 -6.48752 0.22536 -0.01 -0.01 0.01
C 0.15432 -5.66554 -0.71195 0.00 0.02 -0.02
C 1.03798 -4.93082 -1.50712 -0.01 0.12 0.10
H 0.87874 0.09892 -1.44195 0.03 -0.01 -0.03
H 0.20022 -0.21436 -3.03313 0.01 -0.01 -0.01
H 1.44214 -1.29311 -2.40578 0.00 0.00 0.01
H -2.95534 -2.09675 0.45874 0.02 -0.01 0.01
H -2.69234 -3.88082 -1.59438 -0.01 0.02 -0.02
H -0.05539 -2.88841 -3.94027 0.01 0.03 0.03
H -1.01309 -4.25507 -3.32069 0.01 0.01 -0.06
H 4.06714 -5.91597 -0.28655 0.00 -0.02 -0.01
H 2.52519 -7.25499 1.13086 0.00 0.00 0.00
H 0.09351 -7.05613 0.88779 0.00 0.01 0.00
H -0.91905 -5.56593 -0.78926 0.00 -0.03 0.00
```
Positions in Å, forces in eV/Å.

E_LUMO: -2.050 eV
HOMO: -7.31 eV
Charge: 0
Frontier orbital gap: 5.26 eV
Max |F|: 0.79 eV/A
Energy above the lowest of the compared OMol25 structures with the same formula, charge and spin: 9.84 kJ/mol
Calculated total energy: -3020.86876 a.u.